ORCA calculation (the ωB97M-V functional and the def2-TZVPD basis) on C29H31CdN11O5S as an isolated structure.

Properties
Gap between HOMO and LUMO in eV: 6.05
Highest occupied orbital energy in eV: -6.74
Electronic energy in eV: -72605.552

Last column: Mulliken charge in e.
Cartesian coordinates (Å):
Cd -0.215 0.405 0.788  2.638
C 0.262 -4.504 3.537  -0.602
C 0.559 -3.539 4.492  -0.661
C 0.880 -2.246 4.113  -0.009
C 0.917 -1.890 2.763  -0.714
C 0.610 -2.862 1.810  0.203
C 0.289 -4.155 2.194  -0.731
N 1.130 -0.571 2.342  0.436
C 2.154 0.155 2.746  0.521
C 3.292 -0.368 3.458  -0.672
C 4.311 0.440 3.841  -0.643
C 4.314 1.842 3.581  -0.704
C 3.273 2.387 2.907  -0.737
C 2.190 1.577 2.466  0.108
N 1.122 2.069 1.818  1.004
N 0.969 3.317 1.639  -1.479
C -0.272 3.620 1.059  -0.234
C -0.495 4.952 0.690  -0.523
C -1.716 5.298 0.156  -0.374
C -2.701 4.322 0.013  -0.801
C -2.393 3.034 0.403  -0.303
N -1.210 2.683 0.905  0.214
H 0.012 -5.513 3.838  0.399
H 0.530 -3.793 5.544  0.372
H 1.081 -1.490 4.862  0.532
H 0.644 -2.594 0.760  0.338
H 0.069 -4.899 1.437  0.430
H 3.337 -1.430 3.649  0.467
H 5.162 0.001 4.349  0.386
H 5.149 2.449 3.904  0.386
H 3.236 3.442 2.671  0.445
H 0.299 5.670 0.841  0.505
H -1.912 6.322 -0.137  0.400
H -3.681 4.557 -0.378  0.473
H -3.126 2.238 0.324  0.365
O 4.454 -2.053 -3.548  -0.539
C 3.587 -3.020 -3.709  0.443
O 3.749 -3.918 -4.505  -0.628
C 2.343 -3.034 -2.861  0.393
C 1.508 -4.120 -2.953  -0.626
N 0.479 -3.895 -2.126  -0.333
N 0.573 -2.719 -1.488  -0.215
C 1.701 -2.169 -1.919  0.140
C 2.160 -0.820 -1.392  0.324
O 3.311 -0.476 -1.706  -0.903
O 1.404 -0.116 -0.679  -0.539
H 4.130 -1.410 -2.829  0.488
H 1.604 -5.010 -3.549  0.524
H -0.291 -4.509 -1.936  0.163
C -4.090 -2.807 -1.303  -1.106
C -3.950 -2.320 0.088  0.936
N -4.704 -2.654 1.080  -0.850
N -4.202 -1.949 2.141  0.218
C -3.150 -1.171 1.839  0.152
S -2.289 -0.134 2.803  -0.419
N -2.981 -1.425 0.496  0.201
N -1.975 -0.853 -0.258  -0.279
H -4.975 -3.435 -1.366  0.375
H -3.222 -3.399 -1.590  0.172
H -4.183 -1.979 -2.005  0.280
H -4.614 -2.037 3.053  0.178
H -1.355 -1.539 -0.712  0.137
H -2.313 -0.181 -0.941  0.139
C -2.519 2.353 -3.620  -1.046
N -1.154 2.752 -3.335  0.319
C -0.548 3.755 -4.199  -1.001
C -0.473 2.175 -2.320  0.379
C 0.923 2.671 -2.063  -1.071
O -0.992 1.300 -1.618  -0.443
H -3.126 3.238 -3.811  0.417
H -2.922 1.828 -2.760  0.237
H -2.568 1.696 -4.492  0.300
H -1.314 4.140 -4.866  0.348
H 0.253 3.335 -4.810  0.298
H -0.148 4.589 -3.621  0.340
H 1.524 2.660 -2.973  0.600
H 1.397 2.032 -1.325  -0.220
H 0.888 3.701 -1.699  0.279

=====

ORCA calculation (the ωB97M-V functional and the def2-TZVPD basis) on C4H12N2 as an isolated structure.

Properties
Gap between HOMO and LUMO in eV: 9.45
Highest occupied orbital energy in eV: -8.64
Electronic energy in eV: -7318.973

Last column: Mulliken charge in e.
Cartesian coordinates (Å):
N -3.706 -0.729 -0.622  -0.688
C 2.374 -1.077 -0.627  -1.020
C 1.916 -0.127 0.534  -0.542
C 1.240 1.065 -0.066  -0.335
C -0.146 1.089 -0.001  -0.465
N -1.058 0.328 0.861  -0.553
H -3.676 -0.019 0.082  0.259
H -2.955 -0.669 -1.286  0.209
H 2.557 -2.080 -0.240  0.318
H 3.253 -0.722 -1.163  0.310
H 1.502 -1.131 -1.293  0.301
H 1.228 -0.715 1.148  0.273
H 2.796 -0.043 1.190  0.373
H 1.675 2.051 -0.061  0.350
H -0.682 1.682 -0.738  0.395
H -0.516 -0.227 0.149  0.354
H -0.725 0.475 1.807  0.251
H -3.719 -1.647 -0.220  0.208

=====

ORCA calculation (the ωB97M-V functional and the def2-TZVPD basis) on C41H37N5O8PdS2 as an isolated structure.

Properties
Gap between HOMO and LUMO in eV: 4.35
Charge: -2
Highest occupied orbital energy in eV: -0.52
Electronic energy in eV: -92096.279

Last column: Mulliken charge in e.
Cartesian coordinates (Å):
Pd -0.311 -0.114 1.196  0.315
O -0.666 -0.578 4.364  -0.684
S -2.054 -0.822 4.056  0.986
O -3.016 -0.371 5.050  -0.778
N -2.363 -0.313 2.579  0.586
C -3.640 -0.351 2.073  -0.056
C -4.814 -0.780 2.705  -0.918
C -6.068 -0.767 2.074  -0.960
C -6.235 -0.325 0.792  -0.882
C -5.091 0.114 0.089  1.301
C -5.173 0.574 -1.244  -0.889
C -4.047 0.960 -1.910  -0.882
C -2.815 0.883 -1.226  -0.675
N -2.702 0.483 0.010  0.380
C -3.806 0.099 0.698  0.113
C -2.175 -2.600 3.991  -0.058
C -3.149 -3.296 4.694  -0.232
C -3.215 -4.680 4.576  -0.608
C -2.315 -5.353 3.759  -0.338
C -1.332 -4.650 3.068  -0.680
C -1.256 -3.269 3.183  -0.266
H -4.766 -1.101 3.726  0.434
H -6.931 -1.115 2.633  0.359
H -7.207 -0.314 0.310  0.322
H -6.145 0.608 -1.725  0.345
H -4.083 1.312 -2.934  0.452
H -1.890 1.155 -1.733  0.578
H -3.829 -2.749 5.335  0.442
H -3.973 -5.233 5.119  0.356
H -2.375 -6.431 3.664  0.360
H -0.615 -5.164 2.438  0.475
H -0.482 -2.711 2.662  0.357
C 2.917 4.558 -1.806  -1.276
N 1.725 3.752 -2.085  -0.267
N 1.959 2.373 -1.953  1.140
C 0.945 1.783 -1.168  -0.289
O 0.864 0.600 -0.938  -0.022
C 0.103 2.893 -0.752  -0.226
C 0.616 4.011 -1.269  0.239
C 0.179 5.421 -1.064  -1.878
C 2.754 1.700 -2.890  0.444
C 3.103 2.307 -4.096  -0.363
C 3.908 1.632 -5.006  -0.626
C 4.358 0.349 -4.735  -0.529
C 3.989 -0.256 -3.538  -0.879
C 3.200 0.406 -2.610  -0.479
H 3.779 4.087 -2.269  0.491
H 3.108 4.648 -0.731  0.314
H 2.788 5.548 -2.239  0.324
H -0.730 2.785 -0.073  0.386
H -0.741 5.426 -0.483  0.431
H 0.006 5.918 -2.021  0.385
H 0.927 5.997 -0.512  0.332
H 2.719 3.290 -4.332  0.391
H 4.169 2.115 -5.941  0.376
H 4.978 -0.178 -5.449  0.396
H 4.316 -1.264 -3.315  0.423
H 2.902 -0.071 -1.684  0.649
C 5.647 1.120 -0.224  -1.570
C 4.359 1.313 0.541  1.338
C 3.686 0.222 1.094  -1.021
C 2.476 0.374 1.750  -0.096
C 1.921 1.647 1.862  -0.263
C 2.577 2.746 1.338  -1.215
C 3.794 2.575 0.680  -0.616
S 0.294 1.897 2.642  1.350
C 0.962 1.937 4.345  -1.273
O -0.039 3.348 2.359  -0.862
H 6.176 0.227 0.114  0.405
H 6.311 1.977 -0.103  0.400
H 5.453 0.999 -1.295  0.182
H 4.096 -0.776 0.976  0.383
H 1.943 -0.489 2.133  0.437
H 2.098 3.716 1.424  0.425
H 4.305 3.437 0.257  0.590
H 1.709 2.733 4.382  0.404
H 1.384 0.957 4.571  0.292
H 0.124 2.135 5.016  0.406
O 1.297 -4.501 0.290  -0.842
C 0.769 -3.375 0.171  -0.275
O 0.847 -2.385 0.933  -0.366
C -0.110 -3.202 -1.082  0.187
C -0.980 -2.126 -1.243  1.941
C -1.756 -2.008 -2.395  -0.493
C -1.668 -2.948 -3.404  -0.665
C -0.800 -4.014 -3.226  -0.141
C -0.032 -4.161 -2.084  -0.615
N -0.704 -5.030 -4.295  1.039
O -1.384 -4.878 -5.298  -0.671
O 0.048 -5.973 -4.128  -0.639
H -1.048 -1.375 -0.454  -0.584
H -2.438 -1.172 -2.501  0.228
H -2.249 -2.873 -4.312  0.479
H 0.627 -5.006 -1.949  0.582

=====

ORCA calculation (the ωB97M-V functional and the def2-TZVPD basis) on C16H16ClNO3S as an isolated structure.

Properties
Gap between HOMO and LUMO in eV: 7.80
Highest occupied orbital energy in eV: -7.81
Electronic energy in eV: -47829.730

Last column: Mulliken charge in e.
Cartesian coordinates (Å):
C -0.780 -2.756 1.871  -1.051
H 0.311 -2.940 2.203  0.227
H -0.813 -3.309 0.885  0.417
H -1.536 -3.015 2.513  0.392
O -0.818 -1.570 1.275  -0.185
C -2.001 -0.959 0.918  0.709
C -1.994 0.355 0.680  0.292
C -2.993 1.122 -0.221  -1.230
C -4.171 0.399 -0.477  0.380
C -4.150 -1.012 -0.043  -0.644
C -3.175 -1.383 0.604  -0.145
H -3.302 -2.529 0.744  0.162
H -5.062 -1.712 -0.358  0.246
Cl -5.432 1.224 -1.120  -0.211
H -2.901 2.135 -0.458  0.547
S -0.565 1.502 1.014  1.385
O 0.289 0.848 2.045  -0.590
O -1.041 2.814 1.095  -0.684
N 0.524 1.619 -0.612  -0.282
C 1.086 0.350 -0.643  1.160
C 0.350 -0.810 -1.286  -1.673
C 0.909 -1.923 -1.237  0.041
C 2.384 -2.017 -1.117  -0.614
C 3.050 -0.968 -0.614  -1.241
C 2.494 0.380 -0.822  0.685
C 3.413 1.434 -0.234  -0.698
C 2.486 2.404 0.236  -0.743
C 1.288 2.861 -0.698  -1.263
H 1.466 2.759 -1.604  0.699
H 0.660 3.508 -0.315  0.647
H 3.064 3.624 0.161  0.277
H 2.097 2.396 1.132  0.550
H 3.931 1.740 -1.094  0.375
H 4.028 1.012 0.527  0.375
H 4.148 -1.163 -0.636  0.268
H 2.931 -2.875 -1.282  0.505
H 0.485 -2.866 -1.901  0.182
H -0.659 -0.676 -1.132  0.734

=====

ORCA calculation (the ωB97M-V functional and the def2-TZVPD basis) on C28H28AuBrN4OS as an isolated structure.

Properties
Gap between HOMO and LUMO in eV: 7.14
Charge: +2
Highest occupied orbital energy in eV: -14.46
Electronic energy in eV: -122055.255

Last column: Mulliken charge in e.
Cartesian coordinates (Å):
Au 0.168 0.213 -0.439  1.062
C -2.541 -2.616 1.717  -0.882
C -3.788 -2.123 1.346  -0.431
C -3.869 -1.004 0.541  -0.749
C -2.704 -0.380 0.121  1.116
N -1.508 -0.858 0.510  -0.266
C -1.420 -1.951 1.277  -0.243
C -2.633 0.807 -0.745  0.876
C -3.742 1.583 -1.063  -0.481
C -3.597 2.768 -1.770  -0.907
C -2.334 3.206 -2.150  -0.652
C -1.215 2.434 -1.863  0.031
C -1.383 1.249 -1.183  -0.575
H -2.439 -3.493 2.340  0.425
H -4.692 -2.615 1.681  0.469
H -4.834 -0.627 0.234  0.389
H -0.424 -2.281 1.545  0.490
H -4.728 1.286 -0.732  0.379
H -4.470 3.358 -2.009  0.450
H -2.215 4.139 -2.684  0.465
H -0.232 2.757 -2.186  0.517
C 5.446 -1.817 0.054  -1.413
C 4.249 -1.223 0.751  0.429
C 4.243 -0.941 2.109  -0.278
C 3.121 -0.396 2.710  -0.651
C 2.022 -0.152 1.922  0.363
Br 0.482 0.618 2.668  -0.050
N 1.985 -0.421 0.606  -0.441
C 3.094 -0.943 0.043  -0.413
H 6.304 -1.863 0.721  0.388
H 5.726 -1.224 -0.816  0.356
H 5.231 -2.830 -0.286  0.336
H 5.124 -1.141 2.707  0.420
H 3.100 -0.157 3.764  0.453
H 3.046 -1.148 -1.018  0.608
C 1.905 2.153 -7.204  -1.012
C 2.538 0.836 -6.763  -0.785
C 2.321 0.523 -5.292  -0.760
N 0.876 0.302 -5.062  0.293
C 0.267 0.111 -3.923  0.939
S 1.305 0.020 -2.510  -0.520
N -1.063 -0.080 -3.838  0.075
C -2.117 0.153 -4.812  0.381
O -3.144 0.586 -4.379  -0.483
C -1.863 -0.200 -6.226  0.033
C -2.389 0.625 -7.216  -0.623
C -2.205 0.294 -8.549  -0.688
C -1.526 -0.872 -8.885  -0.513
C -1.028 -1.711 -7.893  -0.577
C -1.189 -1.374 -6.560  0.057
H 2.147 2.365 -8.244  0.352
H 2.271 2.985 -6.600  0.312
H 0.814 2.136 -7.128  0.244
H 3.615 0.861 -6.934  0.393
H 2.153 0.006 -7.364  0.333
H 2.646 1.353 -4.664  0.441
H 2.869 -0.371 -4.996  0.478
H 0.305 0.232 -5.898  -0.098
H -1.438 -0.056 -2.900  -0.137
H -2.938 1.515 -6.935  0.485
H -2.601 0.937 -9.323  0.453
H -1.394 -1.135 -9.926  0.445
H -0.528 -2.633 -8.160  0.455
H -0.818 -2.033 -5.783  0.439